{"formula": "C64H128O48", "method": "ωB97M-V with the def2-TZVPD basis set", "symbols": ["C", "C", "O", "C", "O", "O", "C", "H", "H", "H", "H", "H", "H", "H", "H", "C", "C", "O", "C", "O", "O", "C", "H", "H", "H", "H", "H", "H", "H", "H", "C", "C", "O", "C", "O", "O", "C", "H", "H", "H", "H", "H", "H", "H", "H", "C", "C", "O", "C", "O", "O", "C", "H", "H", "H", "H", "H", "H", "H", "H", "C", "C", "O", "C", "O", "O", "C", "H", "H", "H", "H", "H", "H", "H", "H", "C", "C", "O", "C", "O", "O", "C", "H", "H", "H", "H", "H", "H", "H", "H", "C", "C", "O", "C", "O", "O", "C", "H", "H", "H", "H", "H", "H", "H", "H", "C", "C", "O", "C", "O", "O", "C", "H", "H", "H", "H", "H", "H", "H", "H", "C", "C", "O", "C", "O", "O", "C", "H", "H", "H", "H", "H", "H", "H", "H", "C", "C", "O", "C", "O", "O", "C", "H", "H", "H", "H", "H", "H", "H", "H", "C", "C", "O", "C", "O", "O", "C", "H", "H", "H", "H", "H", "H", "H", "H", "C", "C", "O", "C", "O", "O", "C", "H", "H", "H", "H", "H", "H", "H", "H", "C", "C", "O", "C", "O", "O", "C", "H", "H", "H", "H", "H", "H", "H", "H", "C", "C", "O", "C", "O", "O", "C", "H", "H", "H", "H", "H", "H", "H", "H", "C", "C", "O", "C", "O", "O", "C", "H", "H", "H", "H", "H", "H", "H", "H", "C", "C", "O", "C", "O", "O", "C", "H", "H", "H", "H", "H", "H", "H", "H"], "xyz": [[-6.883590, -28.019523, -27.732384], [-7.059654, -29.434259, -27.332755], [-6.349270, -29.759171, -26.157804], [-6.903240, -29.595871, -24.928685], [-6.225840, -29.749003, -23.929825], [-8.233511, -29.378182, -24.966031], [-8.824044, -29.429955, -23.662741], [-7.406260, -27.780172, -28.665856], [-5.855421, -27.677045, -27.822269], [-7.456005, -27.390269, -27.084529], [-6.690230, -30.056136, -28.102356], [-8.129932, -29.667736, -27.194369], [-8.516494, -30.319701, -23.195448], [-9.922465, -29.342299, -23.898706], [-8.592547, -28.498978, -23.085603], [-4.365472, -21.863157, -24.372418], [-4.716355, -23.150658, -25.161688], [-5.233957, -22.799062, -26.458819], [-6.246647, -23.481553, -26.954181], [-6.616732, -23.391242, -28.094972], [-6.964009, -24.160146, -26.064177], [-8.252618, -24.531490, -26.517974], [-5.226630, -21.328676, -23.869620], [-3.817669, -21.139755, -25.015878], [-3.724458, -22.267120, -23.579156], [-5.411278, -23.785382, -24.561543], [-3.733539, -23.661280, -25.322017], [-8.175271, -24.687314, -27.598516], [-8.941765, -23.647244, -26.439822], [-8.544311, -25.398556, -25.994851], [-13.641554, -26.254009, -22.686773], [-12.443015, -27.218039, -22.716841], [-11.611668, -27.029477, -23.854663], [-12.064644, -27.460333, -25.039865], [-12.950775, -28.259294, -25.242018], [-11.435702, -26.784295, -25.968089], [-11.562588, -27.263942, -27.315300], [-13.367533, -25.211351, -22.980235], [-14.283473, -26.215476, -21.798213], [-14.330003, -26.501361, -23.501406], [-12.877621, -28.225755, -22.766928], [-11.711392, -27.140497, -21.887244], [-10.566664, -27.141698, -27.759390], [-12.381863, -26.753641, -27.771991], [-11.850342, -28.238255, -27.302419], [-5.719161, -17.768231, -17.009288], [-5.058555, -19.023365, -16.527547], [-3.991041, -19.429311, -17.432785], [-4.298105, -20.348833, -18.380496], [-5.394919, -20.750682, -18.637364], [-3.125492, -20.737604, -18.931752], [-3.297846, -21.476404, -20.151576], [-6.433872, -17.344361, -16.312047], [-6.393143, -17.997809, -17.841541], [-5.010590, -16.973154, -17.239290], [-5.803265, -19.874272, -16.689788], [-4.724661, -18.921933, -15.478105], [-3.926317, -22.339994, -19.972943], [-2.282227, -21.644047, -20.446072], [-3.763746, -20.766522, -20.813314], [-4.221781, -22.981528, -15.899956], [-3.091294, -23.013145, -14.916623], [-2.435890, -21.772708, -15.170886], [-1.643324, -21.290879, -14.235951], [-1.546200, -21.703424, -13.122598], [-0.875146, -20.336779, -14.711246], [-0.080808, -19.696714, -13.747060], [-3.806008, -22.660143, -16.847237], [-5.065439, -22.344629, -15.464078], [-4.581043, -24.033618, -16.014434], [-2.404177, -23.837641, -15.070079], [-3.602024, -23.027735, -13.924203], [-0.211173, -18.612296, -14.037403], [0.933038, -20.016770, -13.864411], [-0.392332, -19.923094, -12.705256], [-10.624551, -30.337768, -16.731394], [-9.632830, -29.226542, -16.818852], [-8.906307, -29.362345, -18.043059], [-9.489114, -28.795390, -19.128261], [-10.483038, -28.111186, -19.206113], [-8.839428, -29.052656, -20.297757], [-7.550147, -29.816070, -20.125989], [-11.027346, -30.547595, -15.774855], [-10.094960, -31.278056, -17.046714], [-11.470911, -30.095877, -17.342765], [-8.895598, -29.379437, -16.052330], [-9.930759, -28.172058, -16.595192], [-6.974962, -29.180524, -19.404233], [-7.123052, -29.903650, -21.116369], [-7.811679, -30.767397, -19.662752], [-11.542968, -25.141259, -19.738037], [-10.226619, -25.132389, -20.445806], [-9.496152, -23.849513, -20.193962], [-8.570250, -23.499702, -21.089254], [-8.525436, -23.817042, -22.245954], [-7.674222, -22.683325, -20.488002], [-6.658929, -22.087457, -21.333427], [-12.162791, -24.234692, -19.871235], [-11.434050, -25.270810, -18.648332], [-12.196270, -25.966987, -20.143293], [-10.321750, -25.171278, -21.523846], [-9.510364, -25.882862, -20.160271], [-6.194216, -22.927142, -21.835541], [-5.952832, -21.727245, -20.585096], [-7.059176, -21.268904, -21.962668], [-11.071625, -20.865966, -23.152062], [-9.662392, -20.526346, -23.361711], [-9.448083, -20.036963, -24.692540], [-8.230582, -19.532600, -24.787220], [-7.408295, -19.613242, -23.894604], [-7.998264, -19.002807, -25.959380], [-6.634148, -18.536455, -26.140273], [-11.718365, -19.972725, -23.307796], [-11.159040, -21.136968, -22.076133], [-11.416460, -21.641412, -23.817723], [-9.182841, -21.523806, -23.361110], [-9.225025, -19.833698, -22.640567], [-6.591480, -17.567708, -25.601246], [-6.417161, -18.428332, -27.197929], [-5.905199, -19.250007, -25.765716], [-0.342629, -26.513216, -20.859626], [-1.561527, -25.626525, -21.022373], [-2.539068, -26.276463, -21.816162], [-2.249482, -26.242023, -23.089188], [-1.397335, -25.587706, -23.627176], [-3.110951, -27.060684, -23.703139], [-2.722688, -27.372836, -25.081415], [-0.617021, -27.557073, -20.611375], [0.231973, -26.022109, -20.054328], [0.263791, -26.491104, -21.789215], [-1.327968, -24.741960, -21.566977], [-2.146262, -25.438801, -20.102782], [-1.688120, -27.795224, -25.087438], [-2.745352, -26.504696, -25.747053], [-3.412771, -28.163497, -25.310423], [1.224214, -24.383130, -13.210072], [1.526529, -23.604980, -14.489926], [0.674933, -23.999963, -15.540694], [0.674756, -23.140750, -16.583879], [1.348857, -22.135481, -16.585297], [-0.104968, -23.631478, -17.539905], [-0.429521, -22.821806, -18.657412], [1.630700, -23.914356, -12.343495], [1.684663, -25.342701, -13.270461], [0.154853, -24.449343, -13.071902], [2.593308, -23.687616, -14.785005], [1.301002, -22.604171, -14.330382], [-1.181960, -22.100377, -18.572748], [-0.787434, -23.525056, -19.447925], [0.498879, -22.383020, -19.064191], [-1.892054, -26.147917, -17.377611], [-2.842835, -27.256935, -17.639635], [-3.389372, -27.247534, -18.952925], [-3.291761, -28.400289, -19.634224], [-2.547243, -29.290112, -19.265200], [-4.083942, -28.435992, -20.668319], [-3.939757, -29.710074, -21.388797], [-2.388539, -25.183431, -17.533067], [-0.965802, -26.129743, -17.973297], [-1.550146, -26.289089, -16.358643], [-3.640118, -27.164132, -16.916323], [-2.286436, -28.186617, -17.537620], [-2.975089, -29.685390, -21.895887], [-4.783264, -29.766398, -22.026516], [-3.869399, -30.576770, -20.738723], [-0.769397, -29.545259, -14.328064], [-2.270341, -29.222201, -14.552048], [-2.676688, -27.878401, -14.311751], [-2.441343, -27.421874, -13.071953], [-2.196483, -28.058966, -12.078224], [-2.653071, -26.089897, -13.123379], [-2.285723, -25.390125, -11.863979], [-0.326663, -29.098093, -13.454591], [-0.141067, -29.378725, -15.213255], [-0.725477, -30.582031, -14.008267], [-2.764725, -29.850262, -13.931763], [-2.506410, -29.520983, -15.581879], [-2.478455, -24.332511, -12.089527], [-1.270304, -25.640741, -11.669560], [-2.918354, -25.770445, -11.103138], [-8.424283, -21.797178, -17.476951], [-9.360416, -20.730013, -16.938928], [-10.400431, -21.190045, -16.051728], [-10.061632, -21.434716, -14.818722], [-8.966043, -21.247019, -14.381034], [-11.109065, -21.839512, -14.171434], [-10.729702, -22.430741, -12.878717], [-9.040222, -22.418291, -18.107724], [-8.084991, -22.323021, -16.601465], [-7.680581, -21.275951, -18.090215], [-9.879634, -20.311317, -17.764139], [-8.847165, -19.874246, -16.459916], [-9.831455, -22.021033, -12.381130], [-10.630902, -23.512168, -13.035151], [-11.578289, -22.214810, -12.229393], [-3.216144, -23.563248, -30.929396], [-2.799201, -23.901962, -29.525205], [-1.973619, -25.059577, -29.562409], [-2.508796, -26.250998, -29.338307], [-3.695920, -26.498793, -29.102567], [-1.533154, -27.142100, -29.545532], [-1.718613, -28.574646, -29.631383], [-2.485359, -23.054835, -31.541943], [-4.017518, -22.857087, -30.794971], [-3.541293, -24.422694, -31.444753], [-3.679984, -24.165487, -28.954585], [-2.346910, -22.969104, -29.002742], [-2.281896, -28.771314, -30.541798], [-2.363959, -28.947369, -28.832178], [-0.783350, -29.058097, -29.711569], [-6.649596, -25.639242, -12.043829], [-6.685069, -26.827658, -12.979513], [-6.595679, -26.313641, -14.349601], [-7.664506, -26.144090, -15.041335], [-8.781039, -26.365108, -14.676403], [-7.246222, -25.551905, -16.252503], [-8.377612, -25.153412, -17.083959], [-5.842198, -24.883287, -12.341242], [-6.374500, -26.057818, -11.107810], [-7.549123, -25.027171, -11.957274], [-7.585983, -27.384520, -12.899857], [-5.800077, -27.507700, -12.866633], [-9.287296, -24.896924, -16.496288], [-8.732863, -26.043874, -17.703728], [-8.001978, -24.364836, -17.669018], [-6.998922, -26.197071, -23.811551], [-6.875831, -26.557762, -22.351315], [-5.858896, -25.694038, -21.811766], [-5.961896, -25.576225, -20.486754], [-6.715640, -26.182676, -19.772741], [-5.081716, -24.662097, -20.147784], [-5.031522, -24.359491, -18.699253], [-7.615079, -26.864933, -24.443451], [-5.979142, -26.201071, -24.167459], [-7.287908, -25.160178, -23.932729], [-6.480697, -27.604284, -22.321450], [-7.752027, -26.589763, -21.732957], [-5.778836, -24.981713, -18.164907], [-5.389305, -23.360556, -18.665821], [-4.039055, -24.473897, -18.281285]], "forces_ev_per_a": [[-0.5, 1.2, -0.6], [-1.5, 0.0, 0.0], [0.1, 0.2, 1.6], [0.8, -0.7, -0.4], [-1.0, 0.4, -0.9], [1.3, 0.0, 0.0], [-2.0, 2.5, -0.7], [0.3, -0.5, -0.3], [0.1, -0.1, 0.1], [0.1, 0.6, 1.0], [0.6, -1.0, -0.6], [0.4, 0.1, -0.1], [0.1, -1.0, 0.9], [1.1, -0.6, 0.6], [0.1, -1.0, -0.3], [-0.7, -0.1, 0.1], [0.7, 0.6, 1.1], [0.4, -0.5, 0.3], [-1.5, 0.4, -0.7], [0.9, 0.4, -0.6], [0.5, -0.1, 1.1], [-0.4, 1.7, -1.7], [0.7, -0.7, -0.8], [-0.2, -0.5, 0.5], [0.1, 0.5, 0.0], [0.6, 0.4, -0.7], [-0.9, 0.0, 0.0], [-0.2, -0.5, 0.2], [0.4, -0.9, 0.4], [-0.6, -0.7, 0.7], [0.0, 1.2, -1.2], [-0.6, -0.6, 0.9], [0.0, 0.3, -0.6], [-1.2, 0.1, 0.5], [0.5, 0.0, 0.4], [1.1, 0.3, -0.6], [1.0, 2.0, 0.6], [0.2, -0.6, 0.7], [0.7, -0.3, 0.1], [0.1, -0.4, 0.0], [0.4, 0.1, 0.3], [-0.8, 0.0, -0.3], [-0.6, 0.2, -0.2], [-0.1, 0.8, -0.7], [-0.5, -3.0, 0.1], [-0.7, 0.5, -0.5], [-1.5, -1.8, -0.8], [0.2, -0.1, 0.0], [1.6, 1.0, 1.5], [-0.3, -0.3, -0.5], [-1.1, 0.3, 0.7], [-0.1, 1.0, 0.7], [0.2, -0.1, 0.7], [0.6, 0.1, -0.4], [0.0, -0.1, -0.2], [0.7, 1.1, 1.1], [0.4, -0.5, -0.8], [0.2, -0.3, -0.3], [0.3, -0.6, -0.5], [-0.3, -0.2, -0.8], [-1.2, -1.1, 0.5], [-1.4, 0.4, 0.7], [0.4, 0.6, -0.3], [0.6, -0.6, -0.4], [-0.4, -1.0, 1.7], [-0.7, 0.0, -0.9], [-0.3, 2.0, 0.4], [-0.4, 0.3, -0.3], [1.1, -0.7, -1.1], [-0.1, 0.8, 0.0], [0.2, -0.1, 0.2], [1.1, -0.1, -0.3], [0.6, -1.0, 0.8], [0.7, -0.1, -0.2], [0.0, 0.4, -0.8], [0.3, -0.8, -1.0], [0.6, 0.9, 1.4], [-0.6, 1.0, -1.2], [0.1, 0.2, -1.7], [0.4, -0.5, 1.2], [1.2, -1.0, 1.3], [-1.2, 1.6, 1.1], [-0.1, 0.2, 1.3], [-0.7, 0.8, 0.0], [-0.5, -0.3, -0.7], [0.7, -0.2, 0.2], [-0.4, -0.9, -0.8], [0.1, -0.8, -1.0], [0.1, 0.1, 0.0], [0.3, 0.0, -0.2], [-1.3, -0.4, 0.5], [0.8, 1.5, -0.9], [-0.2, -0.5, 0.3], [0.4, 0.6, 0.6], [-0.1, -0.3, -0.4], [-1.0, -0.1, -0.1], [-0.1, -0.4, 0.8], [0.7, -0.1, -0.2], [0.0, -0.1, -0.4], [0.9, 0.6, 0.6], [-0.3, -0.1, -0.3], [-0.1, -0.6, 0.4], [0.1, 0.3, -0.8], [-0.2, 0.3, -0.3], [0.2, -0.7, 0.2], [-1.8, 1.5, 1.0], [0.8, -1.8, -0.3], [-0.3, 0.8, -0.2], [1.0, -0.7, 0.9], [0.1, 0.3, -0.2], [0.4, 0.1, -1.3], [-0.3, 0.6, 0.5], [0.2, -0.5, 0.1], [-0.2, -0.2, -0.8], [-0.1, -0.4, 0.0], [0.6, 0.7, 0.5], [-0.2, -0.3, 0.0], [0.5, -0.6, -0.4], [-0.6, 0.2, -0.1], [-0.2, 0.0, 0.4], [0.3, 0.5, 0.1], [-0.8, -0.6, 0.8], [-0.3, -0.4, 0.2], [-1.0, -0.5, -0.8], [0.4, 0.1, -0.3], [0.7, 0.0, -1.2], [0.8, -0.3, 1.0], [0.2, 0.6, 0.1], [0.1, -0.6, -0.2], [-0.4, -0.1, 0.6], [0.5, 1.1, 0.1], [0.8, 0.1, -0.2], [-0.7, 0.4, 0.1], [-0.3, -0.2, 0.2], [-0.4, -0.1, -0.6], [-0.1, 0.1, -1.3], [1.0, -0.8, 1.0], [-0.7, -0.7, -1.2], [1.0, 0.4, 0.8], [-0.8, -0.4, -0.7], [-0.7, 0.0, 0.6], [2.0, -1.5, -2.3], [0.4, 0.7, 0.5], [0.0, -1.0, 0.0], [-0.3, -0.2, 0.0], [-0.6, 0.0, 0.1], [0.0, 2.0, 0.5], [-1.0, 1.1, 1.2], [0.3, 0.3, 0.7], [-0.5, 0.1, 0.3], [0.6, 0.9, -0.5], [0.9, -0.7, 0.1], [-0.8, 0.4, -0.9], [1.1, -0.3, 1.7], [-0.3, 0.0, -0.6], [-0.3, -1.0, -0.3], [0.9, 0.6, 0.4], [0.3, 0.0, 0.4], [-0.5, -0.3, -0.1], [-0.1, 0.4, 0.4], [-0.5, -0.3, 0.0], [-0.4, -0.1, 0.3], [-0.3, 0.1, -0.4], [-0.5, 0.0, -0.8], [-0.3, 0.2, 0.4], [-0.3, 0.0, -0.2], [2.6, 0.4, -1.5], [0.6, 0.1, -0.1], [-1.0, 0.8, -0.1], [0.2, 0.1, -0.5], [0.6, 0.0, 0.9], [-0.9, -0.2, -2.1], [0.0, 0.8, 0.2], [-0.2, 0.0, 0.3], [0.0, -0.5, -0.6], [-2.0, -1.8, 2.0], [-0.3, 0.7, 0.2], [0.3, -0.4, 0.2], [0.8, 0.2, 0.4], [-0.5, -0.2, 0.9], [-1.2, 1.0, 0.5], [0.5, 1.1, 0.4], [-0.4, -0.1, -1.9], [0.8, 0.9, -0.9], [1.4, -0.1, 0.8], [-0.3, -1.1, 2.3], [-0.8, 0.0, 0.3], [0.2, -0.5, -0.2], [0.9, -0.4, 0.0], [0.2, -0.5, 0.4], [-0.8, 0.4, -0.7], [0.0, -0.6, 0.0], [-0.4, 0.0, -0.9], [0.0, 0.3, 0.1], [0.0, -0.2, -0.1], [0.2, 1.3, 0.6], [-0.4, 1.2, 0.5], [1.2, 0.1, 0.6], [-2.0, -1.0, -0.5], [2.2, 0.3, -0.1], [0.8, -0.2, 0.3], [-2.6, 1.2, -0.2], [0.6, 0.0, 0.1], [-0.7, 0.2, -0.3], [-0.6, -1.0, -0.6], [-0.3, 0.1, 0.2], [0.0, -2.0, -0.8], [0.0, -0.1, -0.2], [0.4, 0.1, 0.2], [1.1, -0.1, 0.3], [1.3, 1.2, -0.8], [0.9, 0.8, -1.1], [2.1, -0.8, 1.0], [0.4, 1.6, -1.9], [-0.9, -0.2, -0.4], [-2.1, -0.8, 1.6], [-1.1, -2.5, 0.4], [-0.8, -1.3, 0.3], [0.1, 0.0, 1.2], [-0.2, -0.5, -0.1], [-0.8, -0.5, 0.2], [-0.8, 0.8, -0.1], [0.9, 0.3, -0.1], [0.8, 1.1, 0.5], [0.1, 0.8, -0.9], [0.1, 0.4, 0.0], [1.0, -2.0, -1.0], [-1.0, -0.3, 0.2], [0.4, -0.2, -0.9], [-0.3, -0.1, 0.3], [0.9, 0.5, 2.0], [-1.3, -0.9, -0.8], [0.2, 0.3, 0.6], [0.4, -0.4, -0.5], [-0.6, 0.0, 0.1], [-0.1, 0.6, 0.2], [-0.6, 0.6, 0.1], [0.8, 0.2, -0.3], [0.0, 1.1, 0.4], [0.1, -0.1, -0.4]], "e_above_lowest_kcal_mol": 44.07, "lumo_ev": 0.54, "homo_energy_ha": -0.3799, "max_force_ha_per_bohr": 0.06611, "total_energy_ha": -6126.9559}